Formula: C2H10O2S
Source: OMol25
Level of theory: wB97M-V/def2-TZVPD

The geometry in XYZ format:
```
15
Properties=species:S:1:pos:R:3:mulliken_charge:R:1
C 1.1290 -1.4177 0.4813 -0.618
S 2.0403 0.1292 0.2231 0.047
C 0.9747 1.0183 -0.8154 -0.327
H 0.2991 -1.0408 1.0557 0.201
H 1.8233 -2.0277 1.0712 0.334
H 0.7336 -1.9807 -0.3573 0.289
H -0.1464 1.1491 -0.2441 -0.487
H 1.4517 2.0295 -0.8667 0.372
H 0.7360 0.5782 -1.7674 0.398
H -1.9600 0.6107 1.9154 0.188
H -1.4726 0.0304 0.1195 0.369
O -1.1710 0.4656 1.3852 -0.857
H -0.8132 1.8460 -0.3666 0.552
H -2.0843 -1.0933 -0.8826 0.260
O -1.5402 -0.2968 -0.9514 -0.721
```

16
Properties=species:S:1:pos:R:3:mulliken_charge:R:1 method="wB97M-V/def2-TZVPD" smiles=CCSS.O.O
C 0.4314 0.0195 -1.7525 -1.048
C -0.0658 1.1532 -0.7412 -0.332
S 0.3564 0.5700 0.8342 -0.084
S -0.4081 1.9551 2.1437 -0.222
H -0.0183 -1.0354 -1.6224 0.295
H 1.5964 -0.0369 -1.7642 0.301
H 0.1329 0.4177 -2.7409 0.319
H -1.1764 1.2346 -0.9179 0.306
H 0.3389 2.2552 -0.8007 0.324
H 0.7416 2.1259 2.7726 0.142
O 2.9312 -3.3693 1.6259 -0.641
H 3.4941 -2.8009 1.0851 0.315
H 2.4556 -2.7152 2.2426 0.325
O -3.2848 -1.8729 -4.3914 -0.638
H -2.4752 -2.2411 -4.0002 0.308
H -3.6280 -2.7040 -4.8144 0.330

16
Properties=species:S:1:pos:R:3:mulliken_charge:R:1 method="wB97M-V/def2-TZVPD" smiles="C[Si](=O)O.C[SiH3]"
C 2.0841 -1.3526 0.1232 -0.744
Si 3.1048 0.2202 -0.0795 0.729
O 4.6334 0.2337 -0.3115 -0.623
O 2.0743 1.3553 0.2925 -0.451
H 1.9427 -1.8474 -0.8772 0.285
H 2.6179 -1.9912 0.6816 0.345
H 1.1073 -1.0411 0.6748 0.092
H 2.0921 2.2684 0.6766 0.362
C -2.1898 -0.6600 -0.1528 -0.970
Si -2.7872 1.1536 -0.1587 0.486
H -1.6013 -0.9690 0.6909 0.285
H -3.1395 -1.4250 -0.1648 0.259
H -1.4664 -0.8678 -0.9131 0.317
H -1.7055 1.7573 0.7294 -0.132
H -2.7307 1.6320 -1.5740 -0.103
H -4.0362 1.5335 0.3627 -0.137

16
Properties=species:S:1:pos:R:3:mulliken_charge:R:1 method="wB97M-V/def2-TZVPD" smiles="C=CO.O.O.O"
C 1.3041 -1.6483 2.8268 -0.722
C 0.5393 -0.5110 3.0419 0.070
O -0.5488 -0.5562 3.9395 -0.468
H 2.3331 -1.5083 2.5538 0.267
H 0.7325 -2.5790 2.8431 0.230
H 0.7325 0.5121 2.9221 0.306
H -1.0659 0.2166 3.7779 0.322
O -1.8187 0.5710 0.2668 -0.646
H -1.9943 0.2270 1.1790 0.316
H -1.4210 -0.1207 -0.2922 0.325
O -0.6581 2.5514 -4.0407 -0.636
H -1.2845 1.8712 -3.7640 0.322
H 0.2220 2.1160 -3.6594 0.311
O 1.3647 -0.8675 -4.2090 -0.644
H 1.7656 0.0234 -4.4081 0.319
H 2.2063 -1.3926 -4.0178 0.329

Formula: C2H10OSi2
Source: OMol25
Level of theory: wB97M-V/def2-TZVPD

The geometry in XYZ format:
```
15
Properties=species:S:1:pos:R:3:mulliken_charge:R:1
C -1.6141 1.0924 0.4491 -1.166
C -1.0477 -1.5687 -0.9171 -0.942
O 2.6861 0.1399 0.9932 -0.331
Si 2.1020 0.5243 -0.4116 0.433
Si -0.1518 -0.0325 -0.2544 0.149
H -2.6148 0.8789 0.1112 0.369
H -1.7930 1.4423 1.4703 0.388
H -1.5077 2.0955 -0.0206 0.348
H -2.0525 -1.3542 -1.3150 0.319
H -0.5677 -2.1838 -1.7662 0.315
H -1.1709 -2.1636 0.0243 0.300
H 2.0621 -0.2347 1.5663 0.117
H 2.8234 -0.1685 -1.6389 -0.089
H 2.0594 2.0456 -0.2497 -0.106
H 0.7873 -0.5130 1.9590 -0.103
```

15
Properties=species:S:1:pos:R:3:mulliken_charge:R:1 method="wB97M-V/def2-TZVPD" charge=+1
N 1.9162 0.9345 0.3154 -0.841
H 2.7173 1.1159 -0.3823 0.263
H 0.5164 -0.5889 0.6975 0.394
H 2.2762 0.6403 1.2239 0.295
H 1.5591 1.8865 0.7439 0.283
C -1.1337 0.5789 0.2067 -1.042
N -0.4632 -0.7006 0.4393 -0.025
C -0.5333 -1.2803 -1.0047 -0.748
H -2.2689 0.3670 0.2866 0.401
H -0.9523 1.1673 1.1275 0.406
H -0.9215 1.1590 -0.7578 0.321
H -1.0344 -1.1458 1.0924 0.325
H 0.3856 -1.8302 -1.2011 0.353
H -0.5910 -0.4387 -1.7307 0.262
H -1.4724 -1.8647 -1.0566 0.353

16
Properties=species:S:1:pos:R:3:mulliken_charge:R:1 method="wB97M-V/def2-TZVPD" charge=+1
N -0.5565 0.3970 -0.0234 -0.341
C 0.2768 -0.8781 -0.0034 -0.477
C 1.5508 -0.7796 0.8739 -0.576
N 2.7488 -0.1508 0.1532 -0.571
H 0.1057 1.1542 -0.5915 0.448
H -1.4420 0.1641 -0.5192 0.238
H -0.8791 0.8497 0.8158 0.345
H -0.3482 -1.7267 0.2459 0.417
H 0.5924 -1.1293 -0.9915 0.320
H 1.3787 0.0404 1.6982 0.289
H 1.6562 -1.4906 1.6493 0.452
H 3.4615 0.1175 0.7632 0.244
H 3.2106 -0.8227 -0.3678 0.217
H -3.7416 1.8993 -1.0923 0.327
H -3.3917 0.3885 -1.4486 0.336
O -3.3644 1.0973 -0.7865 -0.670

17
Properties=species:S:1:pos:R:3:mulliken_charge:R:1 method="wB97M-V/def2-TZVPD" charge=+1
C -1.0328 0.1852 -1.7830 -0.833
N -0.3760 -0.3207 -0.5942 0.060
C -0.3758 -1.5762 -0.2915 0.230
N 0.0487 -2.0455 0.8733 -0.291
H -0.3029 0.4952 -2.5322 0.330
H -1.6016 1.0763 -1.5572 0.300
H -1.6059 -0.6100 -2.2391 0.311
H 0.1227 0.3099 0.0245 0.168
H -0.9882 -2.2445 -0.8923 0.295
H 0.3341 -1.4018 1.5998 0.204
H 0.4193 -2.9749 1.0155 0.267
H 2.6462 1.4125 -0.6712 0.286
H 2.0284 2.0590 0.6221 0.290
O 1.9172 1.3739 -0.0407 -0.607
H -1.0472 1.8440 2.2276 0.315
H 0.3542 1.3815 2.1927 0.308
O -0.5404 1.0357 2.0458 -0.633

ΔE to the lowest compared entry with this formula, charge and spin, respectively: 540.8, 129.8, 361.7, 212.4, 268.2, 171.5, 180.2, 51.6 kJ/mol.
Gap between HOMO and LUMO, respectively: 7.21, 9.02, 10.34, 9.45, 8.01, 11.94, 10.39, 11.61 eV.
LUMO energy, respectively: -1.90, 0.48, 0.07, 0.29, -0.52, -3.21, -3.51, -3.06 eV.